Entry 1:
{"formula": "C7H10N5O", "method": "the ωB97M-V functional and the def2-TZVPD basis", "e_tot_ev": -16911.3253, "homo_ev": [-10.346, -10.346], "charge": 1, "lumo_ev": [-3.3, -3.3], "orbital_gap_ev": [7.03, 7.03], "largest_force_ev_per_a": 1.82, "symbols": ["C", "C", "C", "C", "C", "C", "C", "N", "N", "N", "N", "N", "O", "H", "H", "H", "H", "H", "H", "H", "H", "H", "H"], "xyz": [[2.27055, 1.89702, -0.74229], [2.64734, 0.57699, -0.80774], [1.07891, 0.98142, 0.78679], [1.91808, -1.30007, 0.57117], [-2.57813, -0.83879, 0.21160], [-1.35374, 0.34391, -1.16976], [-1.78343, 1.16687, -0.17280], [1.32852, 2.12995, 0.18816], [1.92058, -0.07452, 0.15180], [0.26600, 0.60451, 1.69818], [-2.53980, 0.40813, 0.66539], [-1.86609, -0.89171, -0.90923], [2.70429, -2.21457, 0.01097], [2.64068, 2.70696, -1.34207], [3.37387, 0.07863, -1.41180], [1.25681, -1.53137, 1.39728], [-3.10284, -1.65748, 0.66636], [-0.75240, 0.56688, -2.02661], [-1.57740, 2.20573, -0.00531], [-0.17798, 1.39301, 2.15451], [-2.96516, 0.73427, 1.52354], [2.74250, -3.03991, 0.51152], [-1.72893, -1.71110, -1.48621]], "forces_ev_per_a": [[0.2243, -0.9397, -0.0372], [0.9578, 0.7668, -1.3383], [-0.7915, -0.2147, 0.8153], [0.3180, 0.1489, -0.0909], [-0.1854, -0.3200, 0.2444], [-0.1101, 1.0179, 0.1005], [0.3554, 0.0707, -0.7575], [-0.3916, 0.8276, 0.2216], [-0.3839, -1.0693, 0.7255], [0.1156, -0.4769, 0.3325], [-0.2328, -0.3029, -0.0828], [-0.1527, -0.2538, 0.2498], [-0.1597, 0.6660, -0.0712], [0.1731, 0.0511, -0.1988], [0.1563, -0.1107, -0.1108], [0.0246, -0.0180, 0.0584], [-0.0245, -0.0722, 0.0335], [0.1545, -0.0292, -0.1336], [0.0689, 0.1074, 0.0254], [0.1451, 0.1486, -0.1157], [0.0297, -0.1481, -0.1044], [-0.1721, 0.1006, 0.0771], [-0.1188, 0.0499, 0.1571]]}

***

Entry 2:
{"formula": "H4INP2", "method": "the ωB97M-V functional and the def2-TZVPD basis", "e_tot_ev": -28230.7353, "homo_ev": -9.249, "lumo_ev": -0.8, "orbital_gap_ev": 8.45, "largest_force_ev_per_a": 3.05, "symbols": ["N", "P", "P", "I", "H", "H", "H", "H"], "xyz": [[-2.19197, -0.03439, -0.31629], [3.27826, -0.54497, 0.92748], [2.19292, 0.88201, 0.06105], [-4.20247, -0.11285, 0.20988], [-2.02184, -0.98466, -0.65904], [4.45752, 0.01210, 0.73603], [-2.33129, 0.61974, -1.11972], [0.81886, 0.16303, 0.16060]], "forces_ev_per_a": [[-0.8928, 0.6552, -0.5640], [-2.4258, -1.7666, 0.5278], [-1.7300, -0.5073, -0.2346], [-0.0026, -0.1299, 0.3026], [0.0648, 0.5051, -0.2760], [2.3016, 1.4186, -0.3697], [0.8578, -1.0332, 0.5340], [1.8270, 0.8582, 0.0799]]}

***

Entry 3:
{"formula": "C28H33BBrF4N4O7SV", "method": "the ωB97M-V functional and the def2-TZVPD basis", "e_tot_ev": -167986.2760, "s_squared": 2.011, "homo_ev": [-8.369, -8.381], "lumo_ev": [-0.4, -0.4], "orbital_gap_ev": [7.92, 7.99], "multiplicity": 3, "largest_force_ev_per_a": 0.68, "symbols": ["V", "O", "C", "C", "C", "C", "C", "C", "C", "O", "N", "N", "C", "C", "Br", "C", "C", "C", "C", "C", "C", "C", "H", "H", "H", "H", "H", "H", "H", "H", "H", "H", "H", "H", "H", "H", "C", "C", "N", "C", "C", "N", "C", "O", "O", "C", "O", "O", "H", "H", "H", "H", "H", "F", "B", "F", "F", "F", "C", "C", "C", "S", "O", "C", "C", "C", "H", "H", "H", "H", "H", "H", "H", "H", "H", "H", "H", "H", "H", "H"], "xyz": [[0.14277, 0.08882, 0.04442], [-2.90598, -4.27295, -0.68987], [-1.98081, -4.69743, 0.23374], [-2.10121, -5.98303, 0.73735], [-1.20822, -6.42691, 1.70143], [-0.19274, -5.59783, 2.15622], [-0.08279, -4.30897, 1.65296], [-0.98009, -3.84766, 0.70571], [-0.92262, -2.45472, 0.13403], [0.23695, -1.76331, 0.43078], [-2.08100, -1.68306, 0.63760], [-1.85925, -0.37155, 0.82136], [-2.83566, 0.44219, 0.95441], [-2.64229, 1.83113, 1.33067], [-1.09225, 2.13499, 2.38914], [-3.48705, 2.83237, 1.08944], [-4.63587, 2.72878, 0.17977], [-5.82536, 3.38921, 0.49280], [-6.92027, 3.29941, -0.34902], [-6.83587, 2.56369, -1.52449], [-5.64894, 1.92923, -1.85967], [-4.55138, 2.01344, -1.01653], [-2.50907, -3.69846, -1.36344], [-2.88923, -6.62072, 0.35948], [-1.30208, -7.43218, 2.09170], [0.50966, -5.95412, 2.89828], [0.69786, -3.63963, 1.99089], [-0.98853, -2.54855, -0.95001], [-2.98591, -1.93935, 0.25872], [-3.86328, 0.10699, 0.82526], [-3.31624, 3.78912, 1.56829], [-5.88976, 3.96630, 1.40763], [-7.84041, 3.80772, -0.09204], [-7.68954, 2.50039, -2.18642], [-5.56733, 1.37939, -2.78795], [-3.61069, 1.56099, -1.30835], [3.03005, -1.85883, -1.54726], [2.58013, -0.52095, -2.00210], [1.71205, 0.25941, -1.38641], [1.48364, 1.33772, -2.20191], [2.26043, 1.23752, -3.31531], [2.95177, 0.06268, -3.15802], [2.46843, 2.06842, -4.52686], [1.70991, 3.13401, -4.64812], [3.31503, 1.74395, -5.32612], [0.39897, 2.27282, -1.81919], [0.12351, 3.23983, -2.52348], [-0.18922, 1.93751, -0.72595], [2.33307, -2.22202, -0.79336], [4.03404, -1.81767, -1.12451], [3.03367, -2.55603, -2.38447], [3.58502, -0.29658, -3.85659], [1.05577, 3.22279, -3.88948], [-1.16680, -0.24782, -1.61716], [-1.11565, -1.10739, -2.84138], [0.09729, -1.78750, -2.79964], [-2.19401, -1.99723, -2.72897], [-1.23157, -0.27815, -3.91844], [4.70556, -0.64293, 1.18499], [4.58405, -0.25568, 2.65320], [3.18934, -0.46045, 3.23218], [1.86847, 0.68394, 2.77384], [1.72183, 0.51815, 1.25978], [2.71203, 2.26833, 3.07775], [3.42978, 2.88528, 1.87762], [2.51041, 3.74261, 1.01990], [5.71681, -0.45985, 0.82144], [4.00581, -0.08113, 0.56624], [4.48766, -1.70424, 1.05394], [4.90998, 0.77551, 2.80260], [5.26269, -0.86884, 3.25136], [3.19213, -0.41646, 4.32440], [2.77834, -1.43293, 2.94803], [3.39471, 2.04386, 3.89881], [1.94677, 2.94517, 3.46054], [3.89534, 2.10280, 1.27632], [4.24209, 3.49996, 2.27349], [1.68593, 3.16268, 0.61430], [3.05806, 4.18862, 0.18965], [2.08117, 4.55536, 1.61006]], "forces_ev_per_a": [[0.0113, -0.2719, -0.4388], [-0.0045, -0.0460, -0.0192], [0.0286, 0.0289, 0.0088], [-0.0067, 0.0017, 0.0008], [-0.0092, -0.0033, 0.0023], [0.0212, 0.0119, 0.0086], [-0.0306, -0.0105, 0.0206], [-0.0526, 0.0108, -0.0716], [0.2268, -0.0701, 0.0766], [0.0918, 0.6172, -0.2699], [-0.0017, -0.1754, 0.2149], [-0.0052, 0.3313, 0.0711], [-0.0400, -0.1546, -0.0854], [0.0334, 0.0556, 0.0368], [-0.0773, 0.2445, 0.1379], [0.1003, 0.0119, -0.0369], [-0.0675, -0.0204, -0.0184], [0.0022, -0.0163, 0.0055], [-0.0061, 0.0008, -0.0013], [0.0093, -0.0033, -0.0026], [-0.0105, -0.0033, -0.0067], [0.0302, 0.0062, 0.0074], [-0.0134, 0.0116, 0.0121], [-0.0004, 0.0024, -0.0014], [-0.0009, -0.0008, -0.0048], [-0.0040, -0.0013, 0.0030], [0.0054, -0.0014, -0.0044], [-0.0770, 0.0282, -0.0213], [0.0020, 0.0036, -0.0306], [-0.0008, -0.0314, 0.0445], [0.0238, 0.0013, -0.0178], [0.0009, 0.0012, -0.0009], [-0.0001, 0.0008, 0.0010], [-0.0017, -0.0006, 0.0011], [0.0037, -0.0001, -0.0002], [0.0013, -0.0025, 0.0007], [0.0127, -0.0368, -0.0278], [-0.0041, -0.0092, -0.0653], [-0.3702, -0.2771, -0.1641], [0.0197, 0.0702, -0.1118], [-0.0174, -0.0209, 0.0781], [0.0223, -0.0005, 0.0082], [0.0466, -0.0611, 0.0152], [-0.0998, 0.0443, 0.0510], [-0.0325, 0.0069, 0.0007], [-0.0271, 0.1249, 0.0347], [0.0873, 0.0033, 0.0078], [0.1613, -0.1761, 0.3158], [0.0124, 0.0121, 0.0058], [-0.0155, -0.0081, -0.0639], [-0.0337, 0.0043, -0.0052], [0.0091, 0.0099, 0.0015], [0.0814, 0.0122, -0.0218], [0.2693, -0.2687, 0.0275], [-0.1445, -0.0616, -0.1639], [-0.0147, 0.0293, -0.0056], [0.0861, 0.0415, 0.1062], [0.0416, 0.0432, 0.0058], [-0.0118, 0.0127, 0.0242], [0.0132, 0.0376, -0.0059], [-0.1034, -0.0356, -0.0237], [0.0956, -0.2257, 0.1372], [-0.1012, 0.2891, 0.2980], [-0.0357, -0.0410, -0.0749], [0.0210, -0.0388, -0.0117], [-0.0053, 0.0564, 0.0200], [0.0169, -0.0069, 0.0059], [0.0223, -0.0128, 0.0116], [-0.0143, 0.0204, 0.0228], [-0.0005, -0.0079, 0.0311], [-0.0002, -0.0083, -0.0106], [-0.0026, 0.0196, 0.0112], [0.0031, -0.0068, 0.0127], [-0.0182, 0.0244, 0.0390], [-0.0404, -0.0268, -0.0305], [-0.0390, 0.0319, -0.0334], [0.0132, -0.0191, -0.0012], [-0.0928, -0.0819, -0.0616], [-0.0127, -0.0246, -0.0065], [0.0207, 0.0055, -0.0040]]}

***

Entry 4:
{"formula": "CHO3Yb", "method": "the ωB97M-V functional and the def2-TZVPD basis", "e_tot_ev": -38702.8707, "s_squared": 0.763, "homo_ev": [-22.137, -20.948], "charge": 2, "lumo_ev": [-11.1, -14.5], "orbital_gap_ev": [11.05, 6.41], "multiplicity": 2, "largest_force_ev_per_a": 6.86, "symbols": ["H", "O", "O", "O", "C", "Yb"], "xyz": [[-1.14067, -1.25342, 0.12355], [-1.52104, -0.18974, -0.10235], [0.11527, 1.33859, 0.16064], [0.46375, -0.79352, -0.08061], [-0.31514, 0.24476, -0.31142], [2.39784, 0.65333, 0.21019]], "forces_ev_per_a": [[-2.7675, 3.1123, -0.8752], [0.8258, -2.4091, -1.2832], [1.4051, -0.1834, -2.2721], [3.6338, 1.5457, -1.6317], [-2.6595, -2.0474, 5.9824], [-0.4376, -0.0180, 0.0798]]}

***

Results for ΔE to the lowest compared entry with this formula, charge and spin: 47.6, 26.5, 0.0, 14.5 (in kcal per mole, following the order of the records).